[1]
{
  "formula": "C17H32BN2O10",
  "method": "wB97M-V/def2-TZVPD",
  "elements": ["C", "C", "B", "C", "N", "C", "O", "C", "N", "C", "C", "O", "C", "C", "O", "O", "H", "H", "H", "H", "H", "H", "H", "H", "H", "H", "H", "H", "H", "H", "H", "H", "C", "C", "O", "C", "O", "O", "C", "H", "H", "H", "H", "H", "H", "H", "H", "C", "C", "O", "C", "O", "O", "C", "H", "H", "H", "H", "H", "H", "H", "H"],
  "coordinates": [[-1.2254, -3.8306, 1.3065], [-0.7845, -2.8927, 0.3243], [-0.4952, -2.1289, -1.1412], [0.4476, -3.0300, -2.1512], [-0.1041, -4.3994, -2.4824], [-0.7845, -4.4436, -3.8384], [-0.1304, -0.6795, -0.9662], [-0.5327, 0.0639, -2.1921], [-0.5750, 1.5753, -2.1558], [-1.8090, -0.7780, -2.8046], [-3.3505, -0.2197, -2.4737], [-4.2629, -1.3619, -2.1984], [-4.5947, -2.0843, -3.4527], [-4.2745, -3.7155, -3.6079], [-5.1749, -1.4876, -4.4980], [-1.7523, -1.9995, -1.9363], [-1.6842, -4.7331, 1.9394], [1.5008, -3.2073, -1.6269], [0.6617, -2.3671, -3.1018], [-0.7185, -4.7836, -1.7270], [0.0178, -4.8100, -4.6308], [-1.1862, -3.4090, -4.2140], [-1.6616, -5.2524, -3.8717], [0.3234, -0.1541, -2.9775], [0.3961, 2.0023, -2.1973], [-1.0240, 1.8652, -3.0530], [-1.6766, -1.2723, -3.8704], [-3.6991, 0.3780, -3.4211], [-3.3471, 0.4888, -1.5128], [-5.3324, -4.2387, -3.7787], [-3.6464, -3.9566, -4.5897], [-3.7146, -4.1562, -2.6602], [2.3363, 0.8372, 1.4727], [2.0786, -0.6573, 1.5542], [3.1359, -1.3920, 0.9259], [4.2713, -1.5277, 1.6545], [4.4594, -1.0907, 2.7807], [5.1744, -2.2076, 0.9065], [6.4532, -2.3401, 1.5235], [2.5156, 1.1416, 0.4368], [1.4851, 1.3990, 1.8668], [3.2269, 1.1179, 2.0443], [1.1590, -0.8963, 1.0100], [1.9355, -0.9880, 2.5896], [6.3688, -2.7656, 2.5285], [6.9517, -1.3663, 1.5565], [7.0568, -3.0177, 0.9135], [-0.6911, 6.9937, 5.5150], [0.5967, 6.2763, 5.1493], [0.3193, 5.0223, 4.5147], [-0.0372, 5.0905, 3.2083], [-0.1320, 6.1108, 2.5412], [-0.2996, 3.8330, 2.7759], [-0.7780, 3.7712, 1.4339], [-1.3388, 6.3433, 6.1113], [-0.4797, 7.9035, 6.0832], [-1.2581, 7.2717, 4.6205], [1.1584, 6.0528, 6.0623], [1.2419, 6.8987, 4.5182], [-0.1067, 4.2959, 0.7467], [-1.7886, 4.1883, 1.3809], [-0.8211, 2.7200, 1.1360]],
  "total_charge": -1
}

***

[2]
{
  "formula": "C17H32Cs2F8N3O10S",
  "method": "wB97M-V/def2-TZVPD",
  "elements": ["C", "O", "S", "O", "O", "C", "C", "C", "N", "H", "H", "H", "H", "H", "H", "H", "H", "H", "Cs", "C", "C", "C", "C", "N", "H", "H", "H", "H", "H", "H", "H", "C", "O", "O", "O", "O", "H", "H", "O", "H", "H", "C", "C", "C", "F", "F", "F", "F", "O", "C", "C", "F", "F", "F", "F", "H", "H", "H", "H", "C", "C", "O", "N", "C", "H", "H", "H", "H", "H", "H", "H", "H", "Cs"],
  "coordinates": [[4.2692, 1.6223, 2.0814], [3.1102, 0.7733, 2.4867], [2.3517, 0.3948, 0.9971], [3.2317, -0.7735, 0.4123], [0.8080, -0.3159, 1.2195], [-0.0311, 0.4610, 2.1380], [-1.2466, 1.3114, 1.4599], [-2.3307, 2.0200, 2.5183], [-1.4743, 1.5397, 0.1283], [4.8427, 1.1324, 1.1828], [5.0279, 1.7083, 2.9686], [3.9608, 2.7072, 1.7693], [-0.5391, -0.3297, 2.8744], [0.5607, 1.1994, 2.8442], [-3.4398, 1.6673, 2.2949], [-2.2047, 3.1820, 2.5766], [-2.0930, 1.6140, 3.6153], [-0.7006, 1.0660, -0.3855], [-4.8398, 0.9423, 3.4201], [3.8979, 1.8771, -4.1441], [3.1804, 1.7789, -2.8040], [2.6200, 3.1165, -2.3213], [3.6784, 4.0924, -2.0305], [4.5150, 4.8657, -1.8071], [4.7782, 2.5243, -4.0816], [4.2362, 0.8860, -4.4626], [3.2326, 2.2735, -4.9176], [3.8675, 1.3644, -2.0566], [2.3513, 1.0681, -2.9051], [2.0337, 2.9456, -1.4108], [1.9312, 3.5251, -3.0696], [3.0288, 4.6352, -5.9816], [2.2747, 4.3811, -5.0550], [2.9188, 5.6013, -6.7454], [4.0185, 3.9657, -6.2990], [1.0161, -1.5597, 4.4437], [1.1154, -2.5235, 4.4523], [1.6490, -1.2650, 3.7717], [0.1428, 4.4614, -7.1034], [-0.5864, 3.8798, -6.8411], [-0.2759, 5.3289, -7.2088], [-10.2664, -5.0639, -0.1716], [-10.1831, -4.6817, 1.3138], [-10.7566, -3.3117, 1.6578], [-10.1083, -2.3086, 1.0222], [-10.6315, -3.0607, 2.9887], [-8.8954, -4.8005, 1.7333], [-10.8881, -5.6255, 2.0149], [-9.0825, -4.8531, -0.9432], [-8.9128, -3.5307, -1.4526], [-7.6815, -2.8237, -0.8773], [-7.7468, -2.7244, 0.4771], [-7.5749, -1.5546, -1.3517], [-10.0578, -2.8313, -1.2687], [-8.7733, -3.6697, -2.7993], [-10.4180, -6.1510, -0.2030], [-11.1565, -4.6521, -0.6624], [-11.8193, -3.2511, 1.4089], [-6.7636, -3.3629, -1.1284], [8.8682, 0.1171, 3.0036], [7.4187, -0.2566, 3.0345], [6.5360, 0.4068, 3.5398], [6.9129, -1.4858, 2.5617], [7.6310, -2.2269, 1.5247], [8.9592, 1.2062, 3.0417], [9.3721, -0.3217, 3.8673], [9.3452, -0.2267, 2.0827], [6.7907, -2.0481, 3.4118], [5.9390, -1.2513, 2.3235], [7.0276, -3.0998, 1.2652], [8.5982, -2.5452, 1.9214], [7.7496, -1.5817, 0.6515], [5.6807, 2.4259, -2.0125]],
  "total_charge": 1
}

***

| no. | E (hartree) |
| --- | --- |
| 1 | -1553.56639 |
| 2 | -2820.23058 |